DFT (ωB97M-V/def2-TZVPD) results for a cluster of 2 separate species, C2H9OS in total in a non-equilibrium geometry.

Geometry as XYZ:
```
13
Properties=species:S:1:pos:R:3:forces:R:3
S 0.511 -0.129 0.391 -1.491 2.164 1.109
O -0.058 1.963 -1.979 0.108 -0.185 0.296
C 1.256 -1.554 1.318 0.994 0.506 -2.055
C -1.321 -0.117 0.316 0.671 -1.060 0.115
H 0.664 0.510 -0.819 0.845 -1.047 -0.313
H -1.658 0.867 0.605 0.008 0.060 0.201
H -0.797 2.121 -2.576 0.060 -0.050 -0.010
H -1.648 -0.922 0.975 -0.226 0.306 0.068
H -1.599 -0.359 -0.697 -0.180 -0.032 -0.225
H 2.233 -1.138 1.562 -0.144 -0.134 0.355
H 0.421 2.798 -1.925 -0.022 0.013 -0.057
H 0.598 -1.634 2.164 -0.240 -0.186 0.238
H 1.399 -2.405 0.665 -0.384 -0.356 0.276
```
Positions in Å, forces in eV/Å.

ΔE to the lowest compared entry with this formula, charge and spin: 110.6 kJ/mol
HOMO-LUMO gap: 11.2 eV
LUMO level: -4.11 eV
HOMO level: -15.31 eV
charge: +1